{
  "formula": "C26H77N3O14",
  "method": "ωB97M-V/def2-TZVPD",
  "elements": ["C", "O", "C", "C", "N", "C", "C", "O", "C", "H", "H", "H", "H", "H", "H", "H", "H", "H", "H", "H", "H", "H", "H", "H", "C", "O", "C", "C", "N", "C", "C", "O", "C", "H", "H", "H", "H", "H", "H", "H", "H", "H", "H", "H", "H", "H", "H", "H", "C", "O", "C", "C", "N", "C", "C", "O", "C", "H", "H", "H", "H", "H", "H", "H", "H", "H", "H", "H", "H", "H", "H", "H", "C", "O", "H", "H", "H", "H", "C", "O", "H", "H", "H", "H", "C", "O", "H", "H", "H", "H", "C", "O", "H", "H", "H", "H", "C", "O", "H", "H", "H", "H", "C", "O", "H", "H", "H", "H", "C", "O", "H", "H", "H", "H", "C", "O", "H", "H", "H", "H"],
  "coordinates": [[-2.316824, -18.337451, 24.648843], [-1.270022, -18.008772, 23.714092], [-1.748572, -17.504800, 22.491936], [-0.492618, -17.152639, 21.701300], [0.379227, -16.215592, 22.342173], [1.514031, -15.830213, 21.444152], [2.464893, -14.796119, 22.072201], [3.599822, -15.341669, 22.743640], [4.035301, -14.693349, 23.944709], [-3.047768, -17.574534, 24.693181], [-1.878327, -18.361397, 25.633812], [-2.794607, -19.287629, 24.358823], [-2.338616, -16.598174, 22.710752], [-2.320039, -18.308111, 21.917528], [-0.831000, -16.699084, 20.787578], [0.037094, -18.048722, 21.483658], [0.629703, -16.509483, 23.275398], [0.987147, -15.451439, 20.590226], [2.095792, -16.618164, 21.103618], [1.952477, -14.099833, 22.736568], [2.826735, -14.207620, 21.240187], [4.685785, -15.379943, 24.461412], [3.182140, -14.551022, 24.594405], [4.459130, -13.732192, 23.728160], [-1.654372, -4.704101, 18.783125], [-0.904695, -5.646559, 18.024916], [0.347855, -5.907264, 18.637128], [1.301269, -6.586601, 17.711531], [1.187232, -8.055896, 17.755018], [2.238615, -8.807176, 17.006080], [1.828136, -10.192467, 16.761299], [0.511501, -10.259648, 16.191163], [0.466935, -9.902165, 14.784554], [-1.856561, -5.059349, 19.831466], [-2.576870, -4.521312, 18.277386], [-1.048518, -3.749106, 18.847936], [0.105472, -6.466998, 19.549565], [0.797415, -4.943393, 18.988217], [2.282697, -6.265519, 17.991266], [1.142648, -6.176662, 16.707487], [0.293423, -8.272179, 17.269621], [3.167890, -8.908959, 17.578343], [2.495677, -8.206540, 16.090178], [1.650355, -10.661706, 17.757987], [2.559118, -10.783187, 16.156109], [-0.459115, -10.246004, 14.343727], [1.288937, -10.412797, 14.215884], [0.568056, -8.849995, 14.697432], [6.166980, -13.654443, 20.448678], [6.830627, -14.841303, 20.805727], [7.470686, -14.645928, 22.067659], [7.855765, -16.001530, 22.540091], [6.762274, -16.770312, 23.105540], [7.184253, -18.182753, 23.043082], [6.255734, -19.120580, 23.679558], [6.727168, -20.415738, 23.429173], [6.039802, -21.375732, 24.170332], [5.192660, -13.490221, 20.993335], [6.078046, -13.735669, 19.388020], [6.736281, -12.733165, 20.679867], [6.817759, -14.141521, 22.787477], [8.297798, -13.977647, 21.854075], [8.699115, -16.015846, 23.234544], [8.256105, -16.470924, 21.576410], [5.997272, -16.650769, 22.444706], [8.164733, -18.227188, 23.471803], [7.371240, -18.454847, 22.022985], [5.261649, -18.990133, 23.305191], [6.230161, -18.963214, 24.764551], [6.163776, -22.388818, 23.822816], [4.965586, -21.102892, 24.141548], [6.377382, -21.317675, 25.188025], [1.037112, -13.448365, 16.252386], [2.319028, -13.616449, 16.836250], [0.383717, -12.802978, 16.891938], [1.131571, -12.845554, 15.376259], [0.627284, -14.408027, 16.076310], [2.597481, -14.531384, 16.774092], [-1.803538, -9.251706, 19.233567], [-0.513288, -9.190218, 19.837548], [-2.446516, -9.481240, 20.038901], [-2.051662, -8.271150, 18.771441], [-1.797851, -10.049846, 18.565311], [0.172761, -8.862651, 19.198255], [0.939415, -9.839945, 23.069222], [0.611051, -8.685617, 22.275609], [1.490107, -10.591589, 22.546968], [1.663953, -9.468168, 23.778645], [0.098586, -10.224513, 23.657392], [0.138749, -8.885698, 21.458664], [-1.961838, -13.163190, 22.546862], [-1.258620, -13.827393, 21.469657], [-1.351469, -12.489713, 23.154763], [-2.748259, -12.516994, 22.126300], [-2.462394, -13.872377, 23.240346], [-0.790590, -14.558525, 21.948211], [5.960730, -10.816971, 18.107009], [5.711102, -9.428817, 17.851364], [5.109274, -11.346494, 18.474516], [6.442971, -11.254572, 17.174651], [6.725668, -10.948412, 18.853773], [5.152201, -9.119766, 18.565815], [4.127740, -10.528546, 21.983907], [3.612472, -11.843165, 22.059211], [5.111277, -10.519571, 21.482247], [3.449894, -9.797737, 21.505217], [4.349295, -10.155423, 23.020459], [3.183312, -11.964048, 21.226628], [3.986906, -7.058868, 20.948685], [4.664095, -7.596454, 19.856207], [4.181956, -7.558310, 21.850214], [4.136173, -5.990921, 21.159122], [2.965841, -7.168866, 20.780755], [5.594420, -7.433733, 20.026033], [0.950824, -12.093001, 20.044975], [2.277140, -12.089728, 19.542548], [0.883983, -12.680130, 20.934012], [0.664143, -11.045212, 20.122473], [0.248620, -12.428055, 19.314441], [2.336279, -12.875447, 18.997045]],
  "forces_ev_per_angstrom": [[1.151, -0.599, -0.923], [-0.659, -0.428, 1.082], [0.507, -0.426, -0.204], [-0.954, 0.174, 0.241], [0.477, 1.121, -0.027], [-1.314, 1.247, 2.587], [0.090, 0.308, -0.127], [-0.207, -0.760, -0.090], [-1.230, -0.571, -0.571], [-0.978, 0.984, -0.240], [0.277, -0.455, 0.219], [0.156, 0.209, 0.280], [-0.177, -0.291, -0.428], [0.333, 1.100, 0.641], [-0.106, 0.121, -0.760], [0.366, -1.176, -0.446], [0.323, -0.161, -0.077], [0.092, 0.750, -0.659], [1.151, -2.019, -0.505], [-0.311, -0.060, 0.069], [0.268, 0.377, -0.301], [0.574, -0.049, -0.139], [-0.436, 0.238, 0.296], [0.504, 0.487, -0.056], [1.477, 0.238, 0.814], [-0.298, 0.277, -0.141], [-0.666, 1.016, 1.114], [-0.095, -0.611, -0.276], [-0.600, -0.459, -0.656], [0.700, 2.380, -0.121], [-1.494, -1.484, 0.264], [-0.124, -0.199, -1.461], [1.023, -1.530, 0.801], [0.178, 0.181, -0.839], [-0.559, 0.082, -0.336], [-0.754, -0.770, 0.041], [0.580, -0.273, 0.005], [-0.257, -0.432, -0.365], [0.844, -0.201, 0.287], [-0.063, -0.082, -0.135], [0.767, -0.008, 0.338], [-0.145, 0.538, 0.115], [-0.095, -0.740, 0.404], [0.590, 0.057, -0.740], [-0.406, 0.449, 0.498], [-0.349, 0.029, 0.240], [-0.442, 0.439, 0.508], [0.070, 1.095, -0.385], [-0.627, 0.547, 0.604], [-0.319, 0.534, 0.909], [-0.422, 0.135, -0.212], [1.323, -0.704, -1.065], [0.062, -0.376, -0.438], [0.398, 1.582, -0.384], [0.211, -0.551, 1.210], [0.590, -0.549, -0.976], [-1.195, 0.791, 0.207], [0.691, -0.510, -0.636], [-0.621, 0.309, -0.772], [0.253, -0.411, -0.115], [-0.241, -0.025, -0.069], [0.595, 0.017, 0.373], [-0.085, 0.281, 0.105], [-0.297, 0.119, 1.027], [-0.291, -0.016, 0.213], [0.563, -0.202, 0.719], [-0.159, -0.449, -0.941], [-0.955, 0.038, -0.347], [-0.105, 0.203, 0.073], [0.302, -0.114, -0.507], [0.201, -0.497, 0.160], [0.048, -0.145, 0.865], [-0.072, 1.265, 1.115], [0.460, 0.280, 0.692], [0.484, -0.882, -0.092], [0.082, 0.036, -1.047], [-0.888, -0.728, -0.399], [-0.070, -0.028, -0.108], [1.343, 1.863, 0.574], [0.759, 0.432, -0.272], [-1.080, -0.067, 0.718], [-0.110, -0.688, 0.115], [-0.344, -1.224, -1.577], [-0.486, -0.128, 0.287], [-0.111, 1.527, 0.098], [0.402, -0.241, 0.760], [-0.161, -0.777, -0.652], [0.158, 0.173, 0.491], [-0.068, -0.125, -0.386], [-0.229, -0.497, -0.139], [-0.656, 0.049, -0.340], [-0.254, -0.185, 1.777], [0.435, -0.201, -0.133], [0.233, -0.372, -0.111], [0.313, 0.185, -0.449], [0.032, 0.327, -0.633], [1.598, 0.394, -1.436], [0.048, -0.812, -0.063], [-0.877, -0.460, -0.258], [-1.123, 0.373, 0.973], [0.475, 0.156, 0.591], [-0.198, 0.369, 0.265], [0.876, 0.720, 1.027], [0.417, 0.650, 1.014], [-0.314, 0.056, -0.185], [0.191, -0.455, 0.094], [-0.422, -0.393, -0.776], [-0.642, -0.574, -1.302], [-0.075, 1.263, 0.264], [0.733, 0.079, -0.415], [0.526, -0.952, 1.355], [0.390, -0.019, -0.492], [-1.894, -0.282, -0.413], [0.277, -0.119, -0.333], [-0.012, 1.351, -0.454], [0.428, -0.227, -0.083], [-0.335, -0.123, 0.703], [0.023, -0.087, 0.871], [-0.469, -0.856, -0.604], [0.502, -0.166, -0.473]],
  "smiles": "COCCNCCOC.COCCNCCOC.COCCNCCOC.CO.CO.CO.CO.CO.CO.CO.CO",
  "multiplicity": 1,
  "lumo_ha": 0.0180,
  "total_energy_ha": -2254.125104,
  "total_charge": 0
}

{
  "formula": "C2H7N5O",
  "method": "ωB97M-V/def2-TZVPD",
  "elements": ["H", "N", "C", "N", "N", "C", "N", "N", "O", "H", "H", "H", "H", "H", "H"],
  "coordinates": [[4.056852, -0.364666, 0.933713], [3.446759, -0.642224, -0.009782], [2.279296, 0.073821, 0.272025], [1.134514, -0.159323, -0.569185], [0.194261, 0.963657, -0.561448], [-1.083666, 0.497953, -0.308819], [-2.113526, 1.384176, 0.012179], [-1.287584, -0.721407, -0.095706], [-2.509084, -1.630402, 0.163912], [1.861125, 0.782453, 1.269565], [1.338707, -0.595955, -1.709876], [-2.296088, 1.026954, 1.217324], [-1.497271, 2.306457, 0.509317], [-0.448985, -1.229893, -0.386608], [-3.075309, -1.691608, -0.736615]],
  "forces_ev_per_angstrom": [[-1.586, -1.072, -3.132], [-3.012, 4.639, 5.006], [1.175, -2.317, -0.628], [1.107, -0.183, -3.180], [-2.314, -1.485, 0.369], [2.862, 5.320, 0.482], [1.595, 2.982, 7.104], [-1.510, -7.782, -0.213], [0.674, 2.394, -3.047], [1.776, -2.088, -3.031], [-0.204, 1.914, 4.577], [-0.080, 0.837, -4.716], [-2.104, -2.811, -2.790], [-0.535, -0.929, 0.521], [2.156, 0.581, 2.680]],
  "smiles": "[H]/N=C/N/N=C(/N)NO",
  "multiplicity": 1,
  "lumo_ha": -0.0019,
  "total_energy_ha": -429.138927,
  "total_charge": 0
}